Entry from OMol25: the molecule C4H7NO2 in a non-equilibrium geometry (the ωB97M-V functional and the def2-TZVPD basis).

XYZ file:
```
14
Properties=species:S:1:pos:R:3:forces:R:3
C 0.792542 0.518723 1.558356 -0.166 0.242 -0.068
C 0.397549 -0.070069 0.227954 -1.197 1.561 -0.416
C -0.733405 -1.241340 0.404629 4.517 -0.342 -2.355
O 0.130684 -2.069188 0.579853 -1.628 -4.351 1.716
C -0.332190 0.794416 -0.723582 0.302 1.152 -0.141
O -0.784334 1.871464 -0.399509 -0.430 0.281 -0.472
N -0.515025 0.222738 -1.958656 -0.103 0.197 -0.036
H -0.085913 0.977078 2.008921 0.129 0.145 0.165
H 1.199398 -0.245254 2.234030 -0.179 0.086 -0.326
H 1.561010 1.280897 1.403993 -0.121 -0.005 0.083
H 1.314271 -0.454074 -0.293978 -1.200 -0.330 0.469
H -1.612634 -1.570207 -0.254339 0.025 1.068 1.284
H -0.221958 -0.719811 -2.175722 0.031 0.336 0.098
H -1.109995 0.704626 -2.611950 0.021 -0.039 -0.002
```
Positions in Å, forces in eV/Å.

The energy above the lowest of the compared OMol25 structures with the same formula, charge and spin is 68.2 kcal/mol. The value obtained for the highest occupied orbital energy is -8.937 eV. The total charge is 0. Its structure (SMILES) is C[C@@H](C=O)C(N)=O. The orbital gap comes out at 9.0151 eV.

Entry from OMol25: the ion C3H9BNO with charge +1 in a non-equilibrium geometry (the ωB97M-V functional and the def2-TZVPD basis).

XYZ file:
```
15
Properties=species:S:1:pos:R:3:forces:R:3
B -0.386407 1.623059 -2.383498 -0.257 0.392 -0.807
C -0.369820 0.004903 -0.650523 -0.376 -0.697 0.136
C -0.404846 -1.618409 1.100642 -0.395 -0.931 0.403
C 1.014963 0.360373 1.268003 0.716 0.695 0.460
N 0.056495 -0.394822 0.496519 -0.102 0.560 -0.826
O 0.045167 1.116657 -1.182305 0.585 -0.159 1.088
H 0.104790 2.631314 -2.690242 0.181 0.344 -0.092
H -1.190507 1.049475 -3.011196 -0.276 -0.351 -0.065
H -1.096588 -0.609071 -1.186352 0.085 0.101 0.044
H 0.442257 -2.279181 1.290746 0.004 0.103 -0.099
H -1.118907 -2.132686 0.461738 0.016 0.073 -0.045
H -0.878464 -1.399425 2.059127 0.015 0.088 -0.098
H 0.550361 0.711825 2.190265 -0.079 -0.055 -0.068
H 1.375789 1.215472 0.701224 -0.041 -0.109 0.061
H 1.855716 -0.279485 1.535852 -0.075 -0.056 -0.093
```
Positions in Å, forces in eV/Å.

The energy above the lowest of the compared OMol25 structures with the same formula, charge and spin is 0.0 kcal/mol. The value obtained for the highest occupied orbital energy is -16.336 eV. The total charge is +1. Its structure (SMILES) is BOC=[N+](C)C. The orbital gap comes out at 11.8254 eV.

Entry from OMol25: a cluster of 2 separate species, C5H15NO in total in a non-equilibrium geometry (the ωB97M-V functional and the def2-TZVPD basis).

XYZ file:
```
22
Properties=species:S:1:pos:R:3:forces:R:3
C 1.928181 -0.017979 -1.278009 0.811 0.187 -0.586
C 1.666620 -0.748325 0.032532 1.511 -2.025 1.760
N 0.448595 -0.390737 0.861860 0.959 2.651 -4.334
C -0.726443 -0.421863 -0.041822 -2.408 1.953 3.037
C -1.815413 -1.214560 0.652473 -0.559 -3.580 0.825
C 0.577350 0.785032 1.715254 1.519 1.043 1.858
H 1.038902 0.404641 -1.657652 -0.877 0.486 -0.734
H 2.692883 0.730084 -1.279246 0.137 1.057 1.019
H 2.418279 -0.622890 -2.059618 -0.874 -0.729 0.516
H 2.582179 -0.716795 0.700517 -1.204 -0.059 -0.647
H 1.503113 -1.802057 -0.276716 -0.047 0.401 0.606
H -0.665298 -0.770311 -1.033605 1.177 -0.676 -0.941
H -1.045183 0.650871 -0.068707 0.425 -0.929 -0.048
H -1.375043 -2.284670 0.633387 -0.552 1.376 0.598
H -2.718861 -1.466356 0.034718 0.651 1.188 0.479
H -2.095927 -1.000052 1.746748 0.519 0.105 -1.874
H 0.554567 0.452441 2.758674 0.605 -0.472 0.158
H -0.198319 1.594490 1.873013 0.162 -1.213 -1.559
H 1.613097 1.292238 1.566574 -1.761 -1.058 0.106
H -2.433139 1.489368 -2.266735 -0.267 -1.085 -0.644
H -1.740252 1.855302 -0.915995 -0.646 0.330 -0.959
O -2.209885 2.202125 -1.697645 0.716 1.048 1.366
```
Positions in Å, forces in eV/Å.

The energy above the lowest of the compared OMol25 structures with the same formula, charge and spin is 53.2 kcal/mol. The value obtained for the highest occupied orbital energy (alpha / beta) is -14.866 / -14.861 eV. As for the spin multiplicity: 2. The total charge is +1. The orbital gap (alpha / beta) comes out at 11.9778 / 7.0742 eV.

Entry from OMol25: a structure of composition C6H12 in a non-equilibrium geometry (the ωB97M-V functional and the def2-TZVPD basis).

XYZ file:
```
18
Properties=species:S:1:pos:R:3:forces:R:3
C 1.675015 -0.581273 -1.349636 0.294 -0.043 -0.150
C 1.287083 -0.036838 0.010056 0.399 -0.233 -0.046
C -0.101130 -0.458291 0.343584 0.305 -0.380 -1.931
C -0.626351 0.044541 1.689074 -1.497 1.040 -1.663
C -1.662840 0.747705 0.616710 -0.616 0.562 1.974
C -1.137724 0.300639 -0.748674 1.479 -1.111 1.718
H 1.592942 -1.674257 -1.345813 0.099 0.137 -0.050
H 1.010627 -0.204298 -2.136077 0.178 -0.045 0.159
H 2.699766 -0.307935 -1.595228 0.050 -0.056 -0.172
H 1.976014 -0.368947 0.791318 0.147 -0.065 -0.028
H 1.312969 1.067238 0.022442 0.054 -0.288 -0.022
H -0.360562 -1.503238 0.237053 0.695 -0.507 -0.098
H -1.086713 -0.676817 2.397944 0.275 0.294 -0.826
H 0.012265 0.733408 2.286225 -0.348 -0.333 -0.816
H -1.527594 1.803148 0.757952 -0.859 0.624 0.029
H -2.626556 0.327117 0.833362 -0.813 0.611 0.071
H -0.724054 1.084968 -1.430964 -0.054 -0.568 0.996
H -1.741511 -0.381360 -1.385431 0.214 0.362 0.854
```
Positions in Å, forces in eV/Å.

The energy above the lowest of the compared OMol25 structures with the same formula, charge and spin is 56.4 kcal/mol. The value obtained for the highest occupied orbital energy is -8.338 eV. The total charge is 0. The orbital gap comes out at 9.6049 eV.

Entry from OMol25: the molecule CH5O2PS2 in a non-equilibrium geometry (the ωB97M-V functional and the def2-TZVPD basis).

XYZ file:
```
11
Properties=species:S:1:pos:R:3:forces:R:3
C 0.282233 0.630084 0.095259 -0.896 -2.825 0.741
O -0.778332 -0.683912 1.263912 -0.423 0.171 0.322
O 0.786983 1.506033 0.844330 1.321 2.060 0.849
P 0.941180 -1.154261 0.148308 1.195 1.159 0.018
S 2.500812 -0.986287 -1.448475 1.181 0.282 1.351
S -0.350164 -1.974344 -1.205380 -1.130 -0.389 0.124
H -0.596469 0.765371 -0.521668 -0.102 0.652 -0.254
H -0.837997 -0.853095 2.232844 0.528 0.511 -0.953
H 0.448411 2.433292 0.918806 -0.304 -1.188 -0.503
H 1.889583 -1.013787 -2.593431 -0.897 0.035 -0.992
H -1.190993 -1.810979 -0.140149 -0.474 -0.469 -0.705
```
Positions in Å, forces in eV/Å.

The energy above the lowest of the compared OMol25 structures with the same formula, charge and spin is 97.0 kcal/mol. The value obtained for the highest occupied orbital energy is -8.454 eV. The total charge is 0. Its structure (SMILES) is OC=P(O)(S)S. The orbital gap comes out at 8.3379 eV.

Entry from OMol25: the molecule C3H9N3O3 in a non-equilibrium geometry (the ωB97M-V functional and the def2-TZVPD basis).

XYZ file:
```
18
Properties=species:S:1:pos:R:3:forces:R:3
C -0.232450 2.308580 -0.851069 0.530 0.052 0.125
C 0.693768 -0.807896 -0.658668 -0.228 0.083 0.220
N -0.238158 -1.097899 -1.571908 -0.185 -0.197 -0.406
O -0.980362 1.362667 -0.125258 -0.903 -0.585 -0.107
O 1.879011 -0.684684 -0.875343 0.415 0.056 -0.011
H -1.196189 -1.167902 -1.265909 0.048 -0.011 -0.039
H 0.018819 -1.242175 -2.534088 0.054 0.041 0.092
H 0.074855 3.142540 -0.214345 -0.025 -0.025 -0.023
H 0.649229 1.858687 -1.317086 -0.054 0.022 0.001
H -0.923211 2.658894 -1.616179 0.008 0.016 -0.002
C 0.095236 -0.571453 0.754904 0.099 -0.453 -0.082
N 1.080182 -0.897406 1.741673 0.129 0.081 -0.249
N -1.126619 -1.336327 0.893540 -0.312 0.245 0.077
O -0.192991 0.813779 0.924415 0.501 0.638 0.370
H -1.655716 -0.985709 1.685200 0.042 -0.008 -0.019
H 2.006109 -0.699304 1.372420 -0.062 0.066 -0.013
H 0.934532 -0.350299 2.582166 -0.062 -0.057 0.028
H -0.886044 -2.304093 1.075537 0.002 0.037 0.037
```
Positions in Å, forces in eV/Å.

The energy above the lowest of the compared OMol25 structures with the same formula, charge and spin is 76.9 kcal/mol. The value obtained for the highest occupied orbital energy is -9.489 eV. The total charge is 0. Its structure (SMILES) is COOC(N)(N)C(N)=O. The orbital gap comes out at 10.4504 eV.